Record 1
Computed, not measured: 7 unconnected molecules or ions with the total composition C35H57BrN3O12, with ωB97M-V with the def2-TZVPD basis set.

Each line ends with the Mulliken charge.
CARTESIAN COORDINATES (ANGSTROEM)
C  -1.584  4.187  0.374  -1.520
C  -1.573  2.698  0.682  -0.175
C  -0.283  1.971  0.580  0.893
N  -0.007  0.841  1.231  1.179
C  -0.824  0.038  2.171  -0.279
C  -0.837  0.646  3.562  -1.106
C  -2.215  -0.272  1.640  -0.689
C  -2.257  -0.740  0.178  -1.051
N  1.227  0.382  0.942  -1.030
C  1.705  1.225  0.080  -0.242
N  0.826  2.227  -0.167  0.155
C  1.087  3.326  -1.101  -1.403
C  1.614  4.593  -0.419  -0.312
C  1.279  5.832  -1.212  -0.632
Br  1.985  5.734  -3.032  -0.141
H  -1.559  4.403  -0.682  0.267
H  -0.830  4.739  0.910  0.244
H  -2.533  4.572  0.725  0.556
H  -2.300  2.182  0.067  0.132
H  -1.899  2.581  1.705  0.342
H  -0.321  -0.915  2.239  0.249
H  0.184  0.839  3.867  0.191
H  -1.468  1.524  3.620  0.230
H  -1.224  -0.116  4.224  0.491
H  -2.653  -1.046  2.253  0.657
H  -2.860  0.589  1.755  0.300
H  -2.668  -1.733  0.116  0.107
H  -2.892  -0.106  -0.432  0.312
H  -1.278  -0.780  -0.292  0.319
H  2.652  1.220  -0.420  0.475
H  1.855  2.978  -1.774  0.551
H  0.227  3.506  -1.727  0.498
H  2.697  4.523  -0.415  0.505
H  1.285  4.686  0.607  0.301
H  0.217  5.969  -1.329  0.323
H  1.734  6.693  -0.756  0.270
O  2.068  -0.720  6.548  -0.567
C  2.754  -0.174  5.742  0.389
O  2.278  0.814  4.930  -0.328
C  3.295  1.211  3.992  -0.250
C  4.616  0.797  4.630  -0.610
C  4.209  -0.447  5.418  -0.369
H  3.112  0.693  3.047  0.120
H  3.224  2.285  3.831  0.382
H  5.407  0.626  3.902  0.359
H  4.953  1.574  5.317  0.274
H  4.263  -1.353  4.813  0.262
H  4.784  -0.578  6.329  0.330
O  1.057  6.830  3.666  -0.570
C  0.966  7.784  2.948  0.370
O  0.442  7.696  1.702  -0.223
C  0.558  8.970  1.030  -0.507
C  0.684  9.998  2.146  -0.583
C  1.415  9.201  3.227  -0.409
H  1.443  8.944  0.389  0.300
H  -0.323  9.122  0.410  0.352
H  1.200  10.903  1.835  0.333
H  -0.306  10.280  2.503  0.280
H  2.499  9.248  3.113  0.282
H  1.139  9.497  4.235  0.331
O  1.270  7.838  7.881  -0.576
C  0.823  6.744  7.711  0.556
O  -0.165  6.228  8.483  -0.371
C  -0.429  4.866  8.108  -0.498
C  0.077  4.744  6.675  -0.251
C  1.245  5.729  6.667  0.016
H  0.106  4.208  8.795  0.264
H  -1.496  4.678  8.200  0.341
H  0.349  3.725  6.402  0.207
H  -0.693  5.085  5.981  0.213
H  2.176  5.261  6.992  0.282
H  1.378  6.206  5.703  -0.121
O  -3.032  -3.841  0.848  -0.608
C  -2.527  -4.577  0.047  0.524
O  -3.235  -5.487  -0.645  -0.347
C  -2.356  -6.303  -1.447  0.063
C  -1.097  -5.467  -1.628  -0.602
C  -1.058  -4.676  -0.321  -0.230
H  -2.164  -7.234  -0.912  0.260
H  -2.847  -6.535  -2.387  -0.172
H  -0.210  -6.067  -1.816  0.360
H  -1.224  -4.782  -2.469  0.301
H  -0.540  -5.217  0.472  0.287
H  -0.624  -3.686  -0.436  0.162
O  -2.590  -9.235  -3.964  -0.607
C  -2.779  -8.492  -4.881  0.497
O  -1.885  -8.306  -5.880  -0.282
C  -2.344  -7.275  -6.776  -0.157
C  -3.852  -7.213  -6.577  -0.655
C  -3.990  -7.600  -5.105  -0.321
H  -1.852  -6.338  -6.504  0.213
H  -2.068  -7.532  -7.794  0.121
H  -4.277  -6.244  -6.828  0.378
H  -4.336  -7.964  -7.201  0.275
H  -3.912  -6.734  -4.446  0.132
H  -4.907  -8.143  -4.895  0.369
O  -1.044  -7.192  -10.050  -0.588
C  -0.089  -7.868  -9.796  0.574
O  0.499  -8.677  -10.701  -0.354
C  1.551  -9.439  -10.079  -0.423
C  1.944  -8.642  -8.842  -0.611
C  0.616  -7.990  -8.460  -0.267
H  1.158  -10.426  -9.830  0.256
H  2.367  -9.554  -10.788  0.337
H  2.383  -9.255  -8.058  0.336
H  2.668  -7.872  -9.112  0.288
H  0.018  -8.628  -7.808  0.178
H  0.747  -7.012  -8.004  0.330

Output
net charge	+1
spin multiplicity	1
lowest unoccupied orbital energy	-2.35	eV

---

Record 2
Computed, not measured: a molecular structure, C35H57MnN5O10S3Si, with ωB97M-V with the def2-TZVPD basis set.

Each line ends with the Mulliken charge.
CARTESIAN COORDINATES (ANGSTROEM)
Mn  -0.323  0.621  0.001  1.645
C  3.631  -0.517  3.101  -1.472
C  3.494  0.382  1.873  2.027
C  4.595  1.440  1.875  -1.545
C  3.548  -0.456  0.597  -1.349
O  2.227  1.017  1.858  1.375
Si  1.340  1.997  2.819  -0.614
S  -0.548  2.183  2.038  -1.176
O  1.448  1.306  4.327  0.104
C  1.091  1.796  5.605  1.791
C  2.301  2.517  6.202  -1.526
C  -0.108  2.739  5.544  -1.508
C  0.741  0.567  6.439  -1.875
O  2.158  3.436  3.063  0.225
C  2.166  4.632  2.288  2.076
C  0.938  5.468  2.644  -1.682
C  3.438  5.370  2.698  -1.912
C  2.193  4.334  0.792  -1.295
H  4.584  -1.052  3.064  0.461
H  2.819  -1.244  3.121  0.209
H  3.582  0.071  4.016  0.103
H  5.578  0.964  1.817  0.445
H  4.544  2.046  2.782  0.180
H  4.474  2.097  1.012  0.172
H  4.367  -1.180  0.641  0.431
H  3.697  0.190  -0.271  0.077
H  2.596  -0.977  0.473  -0.110
H  2.608  3.320  5.532  0.080
H  3.134  1.818  6.311  0.326
H  2.061  2.934  7.184  0.466
H  0.146  3.649  4.997  0.101
H  -0.420  3.012  6.556  0.523
H  -0.937  2.262  5.022  0.291
H  1.581  -0.130  6.438  0.298
H  -0.121  0.061  6.002  0.373
H  0.509  0.844  7.471  0.410
H  0.926  5.670  3.718  0.315
H  0.033  4.922  2.377  0.186
H  0.956  6.421  2.108  0.486
H  3.427  5.568  3.773  0.354
H  3.524  6.321  2.165  0.381
H  4.311  4.757  2.468  0.365
H  1.331  3.741  0.490  0.023
H  3.090  3.771  0.529  0.131
H  2.190  5.269  0.226  0.572
O  -1.459  1.902  -1.615  -0.350
N  -2.694  1.729  -1.728  -0.868
N  -3.155  0.782  -0.977  1.094
O  -2.401  0.077  -0.170  -0.788
C  -4.524  0.441  -1.073  0.083
C  -5.015  -0.514  -0.189  -0.367
C  -6.349  -0.890  -0.264  -0.654
C  -7.190  -0.328  -1.214  -0.498
C  -6.681  0.617  -2.099  -0.528
C  -5.354  1.003  -2.042  -0.166
H  -4.332  -0.940  0.532  0.398
H  -6.729  -1.632  0.428  0.367
H  -8.230  -0.629  -1.273  0.359
H  -7.322  1.046  -2.860  0.335
H  -4.940  1.707  -2.746  0.474
C  -4.821  -2.992  -3.024  -1.167
N  -3.482  -2.596  -2.667  1.223
C  -2.742  -3.064  -1.582  -1.646
C  -1.595  -2.357  -1.544  0.229
N  -1.643  -1.488  -2.614  2.323
C  -2.803  -1.600  -3.293  -0.928
S  -3.344  -0.708  -4.619  -0.431
H  -5.176  -3.707  -2.283  0.369
H  -4.839  -3.445  -4.017  0.242
H  -5.475  -2.118  -3.033  0.223
H  -3.131  -3.812  -0.914  0.500
H  -0.792  -2.274  -0.812  -0.087
H  -0.970  -0.735  -2.730  -0.399
C  -1.431  -1.747  2.371  -1.609
C  0.045  -1.674  1.966  1.896
C  0.701  -3.049  2.131  -2.012
O  0.206  -1.239  0.664  0.323
H  -1.546  -2.071  3.413  0.510
H  -1.962  -2.452  1.720  0.251
H  -1.895  -0.766  2.256  0.171
H  0.534  -0.989  2.684  -1.081
H  0.187  -3.780  1.496  0.435
H  0.665  -3.400  3.169  0.320
H  1.744  -3.004  1.809  0.362
C  -1.931  -5.567  -4.025  -1.553
C  -0.889  -4.561  -4.431  1.249
C  -1.190  -3.550  -5.336  -0.556
C  -0.251  -2.584  -5.662  -0.380
C  1.006  -2.642  -5.080  -0.226
C  1.331  -3.642  -4.174  -0.406
C  0.382  -4.598  -3.858  -0.706
S  2.178  -1.361  -5.407  1.645
O  2.332  -1.158  -6.826  -0.817
O  3.388  -1.651  -4.670  -0.727
N  1.326  -0.117  -4.786  0.003
C  2.047  1.127  -4.470  -1.161
C  2.587  1.119  -3.038  -0.675
C  1.492  0.901  -1.998  0.239
O  1.399  1.686  -1.036  -0.676
O  0.733  -0.109  -2.141  -1.063
H  -2.821  -5.484  -4.650  0.332
H  -2.230  -5.396  -2.989  0.198
H  -1.549  -6.587  -4.100  0.470
H  -2.188  -3.474  -5.751  0.224
H  -0.508  -1.769  -6.325  0.360
H  2.306  -3.635  -3.706  0.462
H  0.617  -5.365  -3.130  0.356
H  0.874  -0.422  -3.910  -0.057
H  1.335  1.944  -4.595  0.414
H  2.850  1.273  -5.195  0.484
H  3.091  2.060  -2.816  0.428
H  3.305  0.301  -2.939  0.291

Output
net charge	-2
spin multiplicity	6
relative energy (zero: lowest compared OMol25 entry of this formula, charge and spin)	0.094	eV
lowest unoccupied orbital energy (spin up / spin down)	4.12 / 4.12	eV

---

Q: The highest net charge belongs to which entry?
A: C35H57BrN3O12

---

Q: Which of these has the highest spin multiplicity?
A: C35H57MnN5O10S3Si